Entry from OMol25: C27H37B2BeBrCl3F4N3O8S as an isolated structure (ωB97M-V/def2-TZVPD).

Each line ends with the Löwdin charge.
CARTESIAN COORDINATES (ANGSTROEM)
C 3.94841 -2.85915 -3.88827  -0.0657
C 4.39391 -1.42353 -3.45967  -0.1204
B 3.13163 -0.52212 -3.24012  -0.4769
O 2.53968 0.16489 -4.26779  0.1451
C 2.48475 -0.36247 -1.77211  -0.2786
C 3.44144 0.64648 -1.07247  0.0125
C 2.58121 -1.63805 -1.05773  -0.1817
N 2.57427 -2.69599 -0.62230  0.2674
C 0.97257 0.11407 -1.74854  -0.2421
C 0.95933 1.52852 -2.16779  -0.1895
N 0.91575 2.62196 -2.50589  0.2407
C 0.08637 -0.62899 -2.80066  -0.0908
C 0.28750 -2.12811 -3.06736  -0.3883
C -0.50530 -3.07407 -2.18458  -0.0160
O -0.15560 -2.39455 -4.40688  -0.0323
B 0.44563 0.10938 -0.21203  -0.6453
C -0.12894 -1.18007 0.51082  -0.0316
O 0.57943 1.28588 0.49885  0.0985
H 3.95126 -3.53114 -3.02877  0.0609
H 4.67071 -3.26382 -4.59810  0.0789
H 2.95648 -2.88070 -4.34432  0.0688
H 5.03059 -0.99573 -4.24312  0.1030
H 5.00048 -1.51412 -2.55554  0.1025
H 3.20381 0.32416 -4.94939  0.1211
H 4.43903 0.20181 -1.03755  0.0985
H 3.14845 0.83645 -0.04011  0.0937
H 3.51797 1.57794 -1.63395  0.1021
H -0.97373 -0.48100 -2.54399  0.0566
H 0.22413 -0.10746 -3.74555  0.0544
H 1.34102 -2.41917 -3.01158  0.1099
H -1.48631 -2.66475 -1.92635  0.0778
H 0.03668 -3.27040 -1.25765  0.0659
H -0.61745 -4.03245 -2.69052  0.0981
H 0.25905 -1.76130 -5.00224  0.0535
H -0.42082 -0.92383 1.53668  0.0564
H -1.04569 -1.54045 0.03273  0.0162
H 0.58033 -2.00919 0.54796  0.0570
H 1.05963 1.17559 1.32644  0.1162
Be -2.25487 0.55246 -0.71991  0.6641
N -1.63811 -0.85965 5.58928  0.0110
C -0.58613 -0.95752 4.74058  -0.0964
C -0.25468 -2.29878 4.62555  -0.0676
C -1.12874 -3.02359 5.44513  -0.0649
C -1.97953 -2.10077 6.04106  -0.0822
H -2.09041 0.00868 5.80963  0.0427
H -0.16799 -0.08127 4.27547  0.1113
H 0.52970 -2.70096 4.00610  0.1071
H -1.15628 -4.09056 5.58370  0.1053
H -2.79641 -2.23946 6.72919  0.1157
C 3.54754 -6.25805 0.63646  -0.6845
F 3.69144 -7.22677 1.54849  0.1188
F 2.48532 -5.52172 0.98875  0.0992
F 4.62924 -5.47251 0.69773  0.1140
S 3.33498 -6.96563 -1.04927  0.4604
O 2.13263 -7.76136 -0.92795  -0.2715
O 4.54997 -7.71815 -1.26185  -0.2691
O 3.19900 -5.79400 -1.89210  -0.2917
F -3.21977 1.22232 7.39222  0.0572
C -4.52456 1.32596 7.13150  -0.3391
C -5.08539 0.53693 6.11774  -0.1641
C -6.47148 0.60202 5.91227  -0.0593
C -7.24335 1.44820 6.67051  -0.0519
C -6.64792 2.23713 7.66960  -0.0232
C -5.28925 2.16852 7.91382  0.0098
H -4.47609 -0.15788 5.56028  0.0521
H -6.92183 -0.02320 5.15409  0.1213
H -8.31084 1.50006 6.50900  0.1148
H -7.26095 2.90004 8.26514  0.1192
H -4.81657 2.75100 8.69189  0.1307
O 0.19292 9.14560 -1.67635  0.1175
C 0.00293 7.98318 -1.88392  -0.4934
O 0.99361 7.13790 -2.24903  0.0240
C 0.46394 5.82646 -2.52713  -0.1768
C -0.85843 5.76497 -1.77322  -0.1582
C -1.31003 7.22218 -1.81581  -0.0779
H 0.32721 5.73325 -3.60686  0.0981
H 1.17939 5.08123 -2.20124  0.0863
H -1.56174 5.06134 -2.21378  0.1080
H -0.67843 5.46178 -0.74055  0.1165
H -1.87963 7.45361 -2.71805  0.1294
H -1.87987 7.53638 -0.94559  0.1218
C 0.35617 2.52527 -6.61636  -1.5401
Cl -0.59313 3.59991 -5.59317  0.5368
Cl 0.02263 0.83499 -6.22346  0.5843
Cl 0.05640 2.84257 -8.32219  0.5415
H 1.40312 2.71217 -6.41660  0.0132
Br -3.44338 1.79119 4.29870  0.2828

As for the total energy: -180511.9130 eV. The value obtained for the orbital gap is 1.239 eV.

Entry from OMol25: a 3-piece molecular cluster, C38H41N5O14S2 overall in a non-equilibrium geometry (ωB97M-V/def2-TZVPD).

Each line ends with the Löwdin charge.
CARTESIAN COORDINATES (ANGSTROEM)
H 2.61179 -1.80386 -4.83853  0.0281
N 1.78567 -2.39432 -4.76901  0.0937
C 2.06875 -3.51477 -4.21564  -0.5689
N 1.04854 -4.47142 -4.09297  0.0997
N 3.36623 -3.81686 -3.79024  0.0396
C 3.46391 -4.65181 -2.57729  -0.1988
C 4.41802 -4.00973 -1.54099  -0.1738
C 4.10770 -4.45908 -0.10053  -0.1591
C 3.25246 -3.46356 0.69205  -0.1094
N 2.22467 -2.75375 -0.12429  0.0599
C 0.93185 -2.96647 0.41125  -0.3534
O 0.34753 -4.00871 0.55599  0.1020
C 0.40562 -1.58439 0.74375  -0.0852
C -0.75875 -1.18331 1.36780  -0.4253
S -1.90346 -2.40813 1.95896  0.9380
C -0.99512 0.17398 1.51982  -0.1552
C -2.24737 0.63940 2.24033  -0.1295
C -3.53524 0.61116 1.37487  -0.0863
C -4.42644 -0.57038 1.72474  -0.5697
O -4.80753 -0.81450 2.84359  0.0852
O -4.74654 -1.37302 0.67398  0.0724
C -0.07047 1.09496 1.03505  -0.1470
N -0.35558 2.51174 1.22963  0.1230
C -1.14386 2.91700 0.39050  -0.7291
S -2.20492 3.32822 -0.67647  0.8397
C 1.08974 0.72137 0.39338  -0.0938
C 2.07808 1.71802 -0.16812  -0.1119
C 2.93718 2.40747 0.90683  -0.1681
C 4.29080 1.71718 1.15867  -0.2090
C 5.16592 1.52844 -0.08600  -0.1889
C 6.35406 0.53265 0.13762  -0.1496
C 6.85668 0.46903 1.57457  -0.1729
O 7.92077 -0.51959 1.64940  -0.0156
C 7.42394 -1.76736 1.85916  -0.4964
O 7.47209 -2.60258 0.98033  0.1074
C 6.80197 -2.12220 3.17721  -0.0735
C 5.90418 -3.12040 3.32696  0.0459
C 1.28795 -0.62592 0.28130  -0.0140
C 2.45075 -1.38470 -0.33894  -0.3065
O 3.40981 -0.89805 -0.88602  0.1207
H 0.25670 -4.19823 -4.65810  0.0820
H 0.74311 -4.51979 -3.12669  0.0733
H 3.92184 -2.98004 -3.70354  0.1083
H 2.49770 -4.86713 -2.11383  0.0940
H 3.89696 -5.61620 -2.87206  0.1158
H 4.39827 -2.92113 -1.65102  0.0883
H 5.42031 -4.37530 -1.78905  0.1139
H 3.58255 -5.42209 -0.14739  0.1145
H 5.05761 -4.66767 0.40354  0.1039
H 2.72084 -4.03137 1.46340  0.1245
H 3.88035 -2.74703 1.23734  0.1181
H -1.06010 -3.39318 2.32979  -0.0963
H -2.37700 0.02267 3.13656  0.1083
H -2.13149 1.66265 2.60373  0.1127
H -3.35506 0.65268 0.30011  0.1053
H -4.15254 1.49582 1.61443  0.1075
H -5.60194 -1.78188 0.86147  0.1246
H 1.49025 2.49983 -0.66956  0.1163
H 2.64531 1.22403 -0.95331  0.0966
H 3.11800 3.44733 0.61220  0.1147
H 2.41767 2.45593 1.87167  0.1114
H 4.85484 2.37540 1.83653  0.1139
H 4.15889 0.77969 1.71270  0.1077
H 4.62228 1.12476 -0.94235  0.0807
H 5.58741 2.48217 -0.42816  0.1154
H 7.16113 0.88213 -0.51528  0.1188
H 6.08652 -0.46458 -0.22901  0.1050
H 7.23189 1.45395 1.86514  0.1338
H 6.09766 0.15959 2.29810  0.1017
H 7.08353 -1.51113 4.04250  0.1150
H 6.14273 -4.12883 2.98490  0.0784
H 4.91320 -2.93392 3.74108  0.0714
O -9.72495 4.15193 5.28174  0.1139
C -8.70281 4.04368 4.63303  -0.3142
C -8.39753 4.87924 3.47920  0.0767
C -7.25980 4.69546 2.79951  -0.2352
O -6.93620 5.43606 1.73955  0.1134
C -6.27169 3.63738 3.19025  -0.3079
O -5.26272 3.50732 2.52013  0.0923
C -6.56337 2.81766 4.35519  0.0802
C -7.70034 3.00286 5.03850  -0.2340
O -8.01031 2.27970 6.11111  0.1196
H -9.11839 5.63685 3.20624  0.1369
H -6.07202 5.10053 1.43553  0.1171
H -5.83485 2.06914 4.63558  0.1381
H -8.87784 2.60970 6.41266  0.1212
O -6.40032 3.52628 -4.70007  0.1088
C -5.46802 2.78221 -4.94082  -0.3165
C -5.32192 2.06529 -6.19909  0.0750
C -4.27781 1.24863 -6.39058  -0.2366
O -4.10087 0.57420 -7.52408  0.1167
C -3.23579 1.04119 -5.33157  -0.3120
O -2.32185 0.27428 -5.55579  0.1228
C -3.37090 1.77811 -4.08039  0.0733
C -4.41246 2.59536 -3.89305  -0.2369
O -4.57898 3.29254 -2.76574  0.0487
H -6.08006 2.22116 -6.95342  0.1362
H -3.27872 0.06152 -7.40290  0.1225
H -2.60479 1.63370 -3.33094  0.1163
H -5.40546 3.79724 -2.88833  0.1194

The structure (SMILES) is [H]/N=C(/N)NCCCCN1C(=O)c2c(S)c(CCC(=O)O)c(N=C=S)c(CCCCCCOC(=O)C=C)c2C1=O.O=C1C=C(O)C(=O)C=C1O.O=C1C=C(O)C(=O)C=C1O. As for the total energy: -97854.1246 eV. The value obtained for the orbital gap is 6.939 eV.

Entry from OMol25: a 2-piece molecular cluster, CH2N3O3 overall in a non-equilibrium geometry (ωB97M-V/def2-TZVPD).

Each line ends with the natural charge from an NBO analysis.
CARTESIAN COORDINATES (ANGSTROEM)
C 1.09110 -0.39557 0.13850  0.7722
N -1.49821 0.06847 0.08837  -0.0042
N -1.88209 -0.92268 -0.46830  -0.3322
N 0.34886 0.50204 -0.66104  -0.1052
O 1.89927 0.20244 0.84558  -0.7653
O 0.69479 1.81827 -0.28610  -0.6012
O 0.87108 -1.61298 -0.00340  -0.7356
H 1.33688 1.59080 0.56823  0.4704
H -2.86168 -1.25080 -0.22184  0.3011

As for the total energy: -11679.3470 eV. The value obtained for the orbital gap (alpha / beta) is 8.186 / 8.310 eV. Its charge is -1.

Entry from OMol25: a 4-piece molecular cluster, C17H45N5O6 overall in a non-equilibrium geometry (ωB97M-V/def2-TZVPD).

Each line ends with the Löwdin charge.
CARTESIAN COORDINATES (ANGSTROEM)
C -3.38222 -4.41111 -3.17915  -0.0950
O -4.26004 -3.31259 -3.39508  -0.1972
C -3.88367 -2.10574 -2.82062  -0.2399
C -4.61123 -0.92967 -3.46420  -0.4060
C -4.30005 -0.73498 -4.99335  -0.0590
N -4.40229 0.42821 -2.89688  0.0335
H -2.33040 -4.32954 -3.45322  0.0776
H -3.80067 -5.18045 -3.82808  0.0903
H -3.46122 -4.58854 -2.10659  0.0891
H -3.90630 -2.24089 -1.73927  0.1255
H -2.85405 -1.85303 -3.07381  0.1180
H -5.66112 -1.22261 -3.46342  0.1282
H -4.84418 0.16023 -5.29441  0.0706
H -4.69435 -1.62439 -5.48484  0.0646
H -3.23778 -0.50548 -5.07710  0.0775
H -3.62712 0.94062 -3.29268  0.0617
H -4.20956 0.42326 -1.90545  0.0609
C -5.68677 1.15351 -13.51225  -0.0710
O -4.58432 1.77312 -12.77918  -0.1982
C -4.92965 3.06998 -12.35643  -0.2370
C -3.92028 3.55698 -11.28058  -0.1786
N -3.70474 2.54246 -10.21313  -0.0522
C -4.90873 2.37913 -9.33574  -0.2178
C -4.82841 1.02873 -8.74932  -0.2716
O -5.10193 0.06962 -9.74995  -0.2088
C -5.01428 -1.38260 -9.42236  -0.0343
H -6.54156 1.17965 -12.83642  0.0806
H -5.38478 0.16293 -13.85234  0.0881
H -6.06170 1.68412 -14.38746  0.0778
H -5.86823 2.94184 -11.81722  0.0949
H -5.06144 3.80046 -13.15462  0.1202
H -4.32097 4.46549 -10.83096  0.1114
H -2.87240 3.66620 -11.56007  0.1100
H -3.65760 1.67813 -10.73352  0.0766
H -5.88155 2.47690 -9.81755  0.1107
H -4.81267 3.16208 -8.58349  0.1208
H -5.68606 1.00873 -8.07691  0.1167
H -3.89636 0.88781 -8.20203  0.1261
H -6.01438 -1.81212 -9.48064  0.0799
H -4.71475 -1.65365 -8.40998  0.0587
H -4.25525 -1.61108 -10.17054  0.0941
C 1.71938 -6.83705 -4.70957  -0.1423
O 1.06874 -7.06065 -5.92326  -0.2126
C 0.84042 -8.45806 -6.10083  -0.2037
C 0.58333 -8.77449 -7.56593  -0.1805
N 1.80222 -8.94762 -8.35795  -0.0821
C 2.42747 -7.71393 -8.63161  -0.2401
C 3.76325 -8.05789 -9.28639  -0.1808
O 3.51738 -8.76473 -10.55820  -0.1819
C 4.65415 -9.41709 -11.06262  -0.1310
H 2.75616 -7.15224 -4.59198  0.0877
H 1.18983 -7.20268 -3.82979  0.0864
H 1.81305 -5.75826 -4.58487  0.0869
H -0.00185 -8.74758 -5.47246  0.1221
H 1.73694 -8.99893 -5.79782  0.1237
H -0.00728 -8.02846 -8.09767  0.1126
H 0.05589 -9.72827 -7.58086  0.1200
H 1.77851 -9.32218 -9.29563  0.1089
H 2.58380 -7.16655 -7.70208  0.1187
H 1.76759 -7.18862 -9.32205  0.1264
H 4.33244 -8.52520 -8.48280  0.1173
H 4.40379 -7.20298 -9.50297  0.1167
H 4.55688 -10.38095 -11.56225  0.0882
H 5.36168 -9.51893 -10.23974  0.0733
H 5.31717 -8.78890 -11.65749  0.0790
N -3.24160 -4.37578 -7.14480  0.1587
C -2.24792 -4.94501 -7.75585  -0.7559
N -1.17160 -4.86887 -6.99375  0.1688
O -2.41842 -5.50323 -8.85875  0.0084
H -3.13438 -3.80412 -6.31909  0.1026
H -4.03508 -4.42413 -7.76782  0.1194
H -1.42917 -4.83233 -6.01784  0.0957
H -0.63255 -5.65550 -7.32651  0.0917

The structure (SMILES) is COC[C@H](C)N.COCCNCCOC.COCCNCCOC.NC(N)=O. As for the total energy: -38088.8271 eV. The value obtained for the orbital gap is 9.010 eV.